one | Here is the ion C7H12N with charge +1 from the OMol25 dataset. Energies are from wB97M-V/def2-TZVPD.

Geometry as XYZ:
```
20
C7H12N | the OMol25 dataset | wB97M-V/def2-TZVPD
C 1.999 -0.560 -0.307
C 3.401 -0.008 0.068
C 0.153 1.273 -0.174
C 0.856 0.132 0.428
C -0.647 0.224 0.009
C -1.965 -0.214 0.008
C -3.039 0.812 0.025
N -2.285 -1.488 0.031
H 1.852 -0.449 -1.384
H 1.974 -1.626 -0.073
H 3.625 -0.201 1.112
H 0.308 2.193 -0.691
H 3.448 1.060 -0.119
H 0.994 0.134 1.506
H -3.621 0.749 -0.897
H -2.628 1.814 0.104
H -3.728 0.645 0.852
H -1.583 -2.213 -0.010
H 4.142 -0.504 -0.552
H -3.255 -1.773 0.065
```

## Properties
HOMO ... -14.02 eV
Frontier orbital gap ... 8.774 eV
SMILES ... CC[C@H]1C=C1C(C)=[NH2+]
Net charge ... +1

two | Here is a structure of composition C7H12N from the OMol25 dataset. Energies are from wB97M-V/def2-TZVPD.

Geometry as XYZ:
```
20
C7H12N | the OMol25 dataset | wB97M-V/def2-TZVPD
C -0.441 1.000 -0.408
C 1.830 -0.188 1.960
C 1.569 0.210 0.715
C -1.433 -0.017 -0.512
C 2.540 0.651 -0.260
C -1.471 -0.850 -1.664
C -2.385 -0.377 0.587
N 0.180 0.421 0.482
H -0.082 1.896 -0.850
H 0.893 -0.413 2.581
H 2.713 -0.597 2.355
H 2.151 1.536 -0.860
H 2.830 -0.030 -1.069
H 3.520 0.976 0.067
H -2.174 -0.230 -2.232
H -1.858 -1.911 -1.525
H -0.458 -0.778 -1.991
H -2.130 -1.251 1.131
H -3.356 -0.512 0.237
H -2.439 0.465 1.254
```

## Properties
HOMO ... -13.47 eV
Frontier orbital gap ... 8.575 eV
Net charge ... +1

Energies relative to the minimum, kcal/mol: one 0.0; two 46.8

one | Here is the ion C7H12N with charge +1 from the OMol25 dataset. Energies are from wB97M-V/def2-TZVPD.

Geometry as XYZ:
```
20
C7H12N | the OMol25 dataset | wB97M-V/def2-TZVPD
C 0.476 1.482 -0.271
C 1.657 1.233 0.275
C 2.252 -1.088 0.497
C 0.078 0.016 -0.261
C -0.224 -0.683 -1.516
C -2.305 0.345 0.560
C -0.953 -0.213 0.886
N 1.476 -0.151 0.329
H -0.035 2.412 -0.497
H 2.557 1.744 0.524
H 1.986 -2.105 0.264
H 3.313 -1.066 0.975
H -0.339 -1.696 -1.307
H 0.469 -0.653 -2.237
H -1.190 -0.218 -1.971
H -2.046 1.320 0.160
H -2.987 0.500 1.319
H -2.714 -0.133 -0.350
H -0.929 -1.242 0.829
H -0.544 0.198 1.791
```

## Properties
HOMO ... -14.64 eV
Frontier orbital gap ... 9.929 eV
SMILES ... C=[N+]1C=C[C@]1(C)CC
Net charge ... +1

two | Here is a structure of composition C7H12N from the OMol25 dataset. Energies are from wB97M-V/def2-TZVPD.

Geometry as XYZ:
```
20
C7H12N | the OMol25 dataset | wB97M-V/def2-TZVPD
C -0.345 1.122 -0.794
C 0.523 0.191 -1.137
C -0.677 1.823 0.424
C 0.978 -0.805 -0.066
C -0.516 0.453 1.112
C 1.010 -0.168 -2.483
C -1.719 -0.441 1.243
N 0.838 -0.145 1.276
H 0.075 2.448 0.976
H -1.701 2.069 0.655
H 0.249 -1.721 -0.196
H 1.996 -1.272 -0.089
H 0.483 0.358 -3.174
H 0.849 -1.141 -2.755
H 2.026 -0.176 -2.443
H -2.659 -0.044 1.558
H -1.661 -1.296 2.039
H -1.899 -1.058 0.443
H 0.641 -0.792 2.027
H 1.509 0.596 1.385
```

## Properties
HOMO (alpha / beta) ... -12.35 / -12.32 eV
Frontier orbital gap (alpha / beta) ... 8.290 / 8.235 eV
Net charge ... +1

Energies relative to the minimum, kcal/mol: one 0.0; two 59.9

one | Here is the molecule C11H12FNO from the OMol25 dataset. Energies are from wB97M-V/def2-TZVPD.

Geometry as XYZ:
```
26
C11H12FNO | the OMol25 dataset | wB97M-V/def2-TZVPD
C -2.724 -1.575 -0.609
N -2.450 -0.241 -0.144
C -1.194 0.225 -0.064
C -0.777 1.449 0.339
C 0.604 1.852 0.381
O 0.953 3.009 0.565
C 1.655 0.795 0.178
C 1.740 -0.347 0.966
C 2.752 -1.276 0.810
C 3.713 -1.067 -0.164
C 3.661 0.069 -0.955
C 2.648 0.994 -0.775
H 2.609 1.892 -1.373
H 4.416 0.239 -1.707
H 4.506 -1.787 -0.296
H 2.778 -2.143 1.452
F 0.818 -0.572 1.932
H -1.470 2.228 0.618
H -0.449 -0.490 -0.393
C -3.614 0.492 0.276
H -3.337 1.474 0.643
H -4.129 -0.048 1.077
H -4.308 0.609 -0.561
H -3.188 -2.169 0.184
H -3.412 -1.546 -1.459
H -1.805 -2.067 -0.921
```

## Properties
HOMO ... -8.14 eV
Frontier orbital gap ... 8.798 eV
SMILES ... CN(C)/C=C/C(=O)c1ccccc1F

two | Here is a cluster of 2 separate species, C11H12FNO in total from the OMol25 dataset. Energies are from wB97M-V/def2-TZVPD.

Geometry as XYZ:
```
26
C11H12FNO | the OMol25 dataset | wB97M-V/def2-TZVPD
C 1.708 -2.084 -1.519
C 1.296 -2.573 -0.317
C 1.050 -1.063 -2.180
C 0.135 -2.014 0.311
C -0.026 -0.443 -1.520
C -0.483 -0.898 -0.240
C 1.866 0.724 1.907
C -1.639 -0.312 0.368
C 2.110 1.311 0.756
C 1.058 2.189 0.163
C -3.301 1.203 0.831
N -2.056 0.850 0.203
O 1.291 0.370 2.839
F 3.183 1.105 -0.049
H 2.606 -2.600 -1.933
H 1.813 -3.447 0.122
H 1.202 -0.643 -3.090
H -0.158 -2.331 1.311
H -0.535 0.285 -2.087
H -2.126 -0.965 1.033
H 1.298 3.219 -0.110
H 0.117 2.359 0.771
H 0.544 1.620 -0.724
H -3.109 1.961 1.723
H -3.898 1.757 0.183
H -3.946 0.421 1.248
```

## Properties
HOMO ... -8.43 eV
Frontier orbital gap ... 8.751 eV
SMILES ... C/N=C/c1ccccc1.CC(F)=C=O

Energies relative to the minimum, kcal/mol: one 0.0; two 63.3

one | Here is a cluster of 2 separate species, C8H9NO in total from the OMol25 dataset. Energies are from wB97M-V/def2-TZVPD.

Geometry as XYZ:
```
19
C8H9NO | the OMol25 dataset | wB97M-V/def2-TZVPD
O 1.704 5.447 -0.809
H 1.604 4.468 -0.816
H 1.851 5.689 -1.751
C 3.255 2.479 -1.226
C 2.654 3.037 -2.268
C 1.185 -0.050 0.784
C 0.000 0.000 0.000
C 2.324 0.684 0.455
C -0.070 0.844 -1.103
C 2.297 1.576 -0.637
C 1.071 1.663 -1.371
N 1.380 2.582 -2.404
H 4.243 2.688 -0.818
H 3.146 3.731 -2.949
H 1.284 -0.731 1.640
H -0.794 -0.699 0.294
H 3.244 0.572 1.045
H -0.927 0.582 -1.737
H 0.749 2.715 -3.198
```

## Properties
HOMO ... -8.33 eV
Frontier orbital gap ... 9.077 eV
SMILES ... c1ccc2[nH]ccc2c1.O

two | Here is the molecule C8H9NO from the OMol25 dataset. Energies are from wB97M-V/def2-TZVPD.

Geometry as XYZ:
```
19
C8H9NO | the OMol25 dataset | wB97M-V/def2-TZVPD
C -2.839 0.905 0.130
C -1.580 1.544 -0.167
C -2.629 -0.416 0.271
C -0.627 0.568 -0.179
C 0.779 -1.546 -0.083
C -0.513 -1.765 0.114
C 0.870 0.192 -0.392
C 2.987 0.549 0.300
N -1.272 -0.632 0.071
O 1.679 0.941 0.427
H -3.689 1.537 0.146
H -1.291 2.608 -0.360
H -3.389 -1.095 0.565
H 1.595 -2.198 -0.348
H -1.143 -2.722 0.300
H 0.953 0.380 -1.533
H 3.093 -0.492 0.003
H 3.594 0.513 1.317
H 3.422 1.130 -0.583
```

## Properties
HOMO ... -8.40 eV
Frontier orbital gap ... 9.392 eV
SMILES ... CO[C@H]1C=Cn2cccc21

Energies relative to the minimum, kcal/mol: one 0.0; two 67.9

one | Here is the molecule C4H8O4 from the OMol25 dataset. Energies are from wB97M-V/def2-TZVPD.

Geometry as XYZ:
```
16
C4H8O4 | the OMol25 dataset | wB97M-V/def2-TZVPD
C -2.273 -0.122 -0.663
C -1.484 0.306 0.309
C 0.917 -0.774 0.318
C 0.163 0.586 -0.214
O 0.604 -1.154 1.642
O 2.247 -0.622 0.033
O 0.347 0.702 -1.553
O 0.716 1.602 0.485
H -3.402 -0.303 -0.464
H -1.982 -0.242 -1.719
H -1.712 0.318 1.395
H 0.446 -1.455 -0.338
H 1.253 -1.959 1.798
H 2.666 0.093 0.668
H 1.285 0.652 -1.779
H 0.209 2.372 0.080
```

## Properties
HOMO ... -9.41 eV
Frontier orbital gap ... 10.022 eV
SMILES ... C=CC(O)(O)C(O)O

two | Here is the molecule C4H8O4 from the OMol25 dataset. Energies are from wB97M-V/def2-TZVPD.

Geometry as XYZ:
```
16
C4H8O4 | the OMol25 dataset | wB97M-V/def2-TZVPD
C 1.049 -0.564 0.131
C 0.479 -0.591 -1.206
C -1.031 0.253 0.939
C -0.795 0.292 -0.944
O 0.996 -1.656 0.869
O 1.855 0.425 0.444
O -0.352 1.638 -1.140
O -1.878 -0.086 -1.424
H 2.031 0.504 1.393
H 1.153 -1.496 1.812
H -1.169 2.144 -1.239
H 1.129 -0.141 -1.954
H 0.158 -1.592 -1.474
H -1.862 0.953 0.875
H -0.349 0.646 1.706
H -1.414 -0.729 1.213
```

## Properties
HOMO ... -7.69 eV
Frontier orbital gap ... 7.265 eV

Energies relative to the minimum, kcal/mol: one 0.0; two 27.4

one | Here is a cluster of 2 separate species, C4H8O4 in total from the OMol25 dataset. Energies are from wB97M-V/def2-TZVPD.

Geometry as XYZ:
```
16
C4H8O4 | the OMol25 dataset | wB97M-V/def2-TZVPD
C 1.809 0.054 -0.057
C 3.317 0.074 0.307
C -1.771 0.057 0.084
C -3.399 -0.199 0.123
H 0.263 -1.096 -0.418
H 3.689 1.088 0.714
H 3.437 -0.551 1.178
H 3.866 -0.285 -0.554
H -0.279 1.071 -0.369
H -3.410 -1.271 -0.129
H -3.841 -0.091 1.225
H -4.025 0.644 -0.534
O 1.088 1.025 -0.134
O 1.372 -1.194 -0.333
O -1.105 -0.966 0.115
O -1.284 1.208 -0.129
```

## Properties
HOMO ... -10.53 eV
Frontier orbital gap ... 11.345 eV
SMILES ... CC(=O)O.CC(=O)O

two | Here is the molecule C4H8O4 from the OMol25 dataset. Energies are from wB97M-V/def2-TZVPD.

Geometry as XYZ:
```
16
C4H8O4 | the OMol25 dataset | wB97M-V/def2-TZVPD
C 0.623 0.131 -0.623
C -0.033 1.130 0.267
C 1.852 -0.546 -0.063
C -1.450 0.442 0.629
O -0.574 -0.891 -0.882
O -0.498 -2.127 -0.135
O -2.484 0.942 -0.087
O -1.610 -0.106 1.705
H -1.193 -1.985 0.537
H -2.211 1.259 -0.965
H 0.805 0.522 -1.625
H 0.474 1.276 1.223
H -0.203 2.091 -0.225
H 1.677 -0.869 0.968
H 2.127 -1.417 -0.663
H 2.698 0.149 -0.061
```

## Properties
HOMO ... -10.16 eV
Frontier orbital gap ... 10.713 eV
SMILES ... C[C@H](CC(=O)O)OO

Energies relative to the minimum, kcal/mol: one 0.0; two 76.5

one | Here is a cluster of 2 separate species, C4H8O4 in total from the OMol25 dataset. Energies are from wB97M-V/def2-TZVPD.

Geometry as XYZ:
```
16
C4H8O4 | the OMol25 dataset | wB97M-V/def2-TZVPD
C -2.002 0.124 0.046
C -3.512 0.069 -0.114
C 1.952 -0.048 -0.165
C 3.413 -0.274 0.029
H -0.521 -0.931 0.091
H -4.006 1.094 -0.276
H -3.671 -0.600 -0.967
H -4.111 -0.270 0.813
H 0.675 1.297 0.122
H 3.591 -1.255 -0.178
H 4.204 0.424 -0.511
H 3.627 0.035 1.140
O -1.150 1.023 0.286
O -1.609 -1.127 -0.078
O 1.237 -0.983 0.136
O 1.660 1.209 -0.220
```

## Properties
HOMO ... -10.60 eV
Frontier orbital gap ... 11.339 eV
SMILES ... CC(=O)O.CC(=O)O

two | Here is a structure of composition C4H8O4 from the OMol25 dataset. Energies are from wB97M-V/def2-TZVPD.

Geometry as XYZ:
```
16
C4H8O4 | the OMol25 dataset | wB97M-V/def2-TZVPD
C 0.777 1.117 0.478
C -0.626 -1.763 -0.193
C -0.467 -0.766 -1.156
C -0.656 0.627 0.163
O 1.210 1.836 -0.644
O 1.689 0.105 0.826
O -0.968 -0.401 1.323
O -1.559 1.398 -0.081
H 1.986 2.352 -0.396
H 1.980 -0.319 0.009
H -1.918 -0.278 1.468
H 0.673 1.742 1.371
H 0.227 -2.197 0.308
H -1.567 -2.279 -0.056
H 0.512 -0.609 -1.593
H -1.293 -0.564 -1.826
```

## Properties
HOMO ... -8.90 eV
Frontier orbital gap ... 8.836 eV

Energies relative to the minimum, kcal/mol: one 0.0; two 72.6